Density functional theory data (wB97M-V/def2-TZVPD) for a structure of composition C25H51AlNO30S.

ORCA input file:
```
! RIJCOSX wB97M-V def2-TZVPD def2/J DEFGRID3
* xyz 1 1
Al -4.553 -1.917 1.499
S -0.175 -0.079 -0.412
O -0.090 -1.462 0.071
O 1.076 0.426 -0.988
O -1.352 -0.094 -1.269
O -0.576 0.669 0.744
C 8.198 -0.869 7.058
O 6.870 -0.723 6.504
C 6.638 0.190 5.557
O 7.502 0.930 5.055
O 5.451 -0.097 5.084
C 4.875 0.679 3.999
H 8.836 -1.259 6.265
H 8.244 -1.676 7.789
H 8.536 0.109 7.401
H 3.816 0.910 4.112
H 4.905 0.180 3.030
H 5.361 1.638 3.822
C -4.241 4.503 -2.158
O -5.582 4.813 -1.688
C -6.197 4.164 -0.727
O -5.785 3.223 -0.024
O -7.474 4.674 -0.672
C -8.358 4.188 0.283
H -3.707 5.323 -2.639
H -4.085 3.682 -2.857
H -3.632 4.183 -1.312
H -8.030 4.383 1.304
H -8.497 3.119 0.125
H -9.311 4.653 0.031
C 4.397 8.554 -8.353
O 3.571 7.888 -7.456
C 4.061 6.929 -6.684
O 5.306 6.519 -6.568
O 3.070 6.320 -6.048
C 3.278 5.293 -5.167
H 5.270 7.965 -8.635
H 4.740 9.521 -7.985
H 3.817 8.618 -9.273
H 3.253 5.674 -4.146
H 4.238 4.784 -5.249
H 2.490 4.542 -5.116
C 0.801 7.091 1.622
O 0.400 8.285 2.244
C 0.989 8.686 3.378
O 1.874 8.073 3.984
O 0.257 9.842 3.774
C 0.394 10.401 5.092
H 0.465 6.118 1.981
H 1.889 7.088 1.552
H 0.729 7.112 0.535
H 1.443 10.337 5.381
H -0.256 9.850 5.772
H -0.003 11.405 5.243
C 0.678 -0.433 -7.814
O 1.568 0.085 -8.752
C 1.636 -0.483 -9.956
O 0.922 -1.448 -10.353
O 2.582 0.072 -10.726
C 2.950 -0.668 -11.855
H 0.917 -1.420 -7.416
H -0.361 -0.473 -8.143
H 0.736 0.150 -6.895
H 3.750 -0.177 -12.408
H 2.129 -0.665 -12.572
H 3.110 -1.726 -11.646
C -1.659 -6.534 -3.450
O -2.151 -7.601 -2.625
C -3.319 -7.314 -1.883
O -3.803 -6.185 -1.652
O -3.762 -8.493 -1.540
C -5.131 -8.634 -1.205
H -2.132 -6.496 -4.432
H -0.593 -6.672 -3.632
H -1.746 -5.560 -2.968
H -5.621 -8.134 -2.040
H -5.323 -8.089 -0.281
H -5.424 -9.677 -1.080
C -4.606 -8.109 5.345
O -3.257 -8.155 5.273
C -2.658 -7.313 4.435
O -3.255 -6.403 3.784
O -1.405 -7.595 4.298
C -0.550 -6.815 3.453
H -5.063 -8.302 4.374
H -4.985 -7.241 5.885
H -4.954 -9.034 5.804
H 0.249 -7.457 3.083
H -0.103 -5.936 3.918
H -1.007 -6.449 2.533
C -1.251 -0.083 6.919
O -2.128 -0.617 7.988
C -3.096 -1.385 7.666
O -3.357 -1.841 6.598
O -3.879 -1.644 8.761
C -5.028 -2.434 8.520
H -0.599 -0.847 6.496
H -0.694 0.799 7.234
H -1.893 0.253 6.105
H -5.465 -2.773 9.459
H -4.733 -3.277 7.895
H -5.784 -1.788 8.073
C 4.366 -4.657 -1.618
N 5.624 -5.132 -2.294
O 6.710 -4.834 -1.798
O 5.528 -5.888 -3.257
H 4.629 -4.013 -0.780
H 3.897 -5.610 -1.372
H 3.663 -4.208 -2.320
*
```

Properties
E_HOMO	-11.627	eV
total energy	-107077.1946	eV
gap between HOMO and LUMO	2.023	eV



Density functional theory data (wB97M-V/def2-TZVPD) for a structure of composition C28H35N5P2PbS.

ORCA input file:
```
! RIJCOSX wB97M-V def2-TZVPD def2/J DEFGRID3
* xyz 2 1
Pb -0.324 -2.671 0.586
C -1.295 2.098 -0.957
C -1.670 1.375 -2.022
C -0.905 1.131 -3.286
C 0.299 0.152 -3.287
C 1.417 0.407 -2.334
C 1.644 1.510 -1.624
C 1.025 2.856 -1.858
C -0.203 3.111 -0.951
C 1.741 -1.962 0.848
H -1.935 2.105 -0.065
H -2.670 0.931 -2.044
H -0.609 2.064 -3.791
H -1.639 0.628 -3.938
H -0.077 -0.864 -3.087
H 0.661 0.099 -4.329
H 2.011 -0.492 -2.126
H 2.311 1.458 -0.751
H 0.750 3.006 -2.909
H 1.769 3.626 -1.590
H 0.130 3.220 0.090
H -0.596 4.093 -1.256
H 1.786 -1.664 1.905
H 1.943 -1.102 0.197
H 2.451 -2.774 0.635
P 1.322 -1.196 -8.214
P -1.829 -0.745 -7.899
N 2.768 -0.174 -8.244
N 2.035 -2.451 -9.270
N -2.032 1.009 -7.731
N -3.500 -1.055 -8.396
C 0.395 -0.280 -9.565
C -1.088 -0.688 -9.599
C 3.255 0.445 -7.080
C 4.297 1.292 -7.429
C 4.462 1.209 -8.853
C 3.503 0.321 -9.326
C 2.193 -3.776 -8.839
C 2.718 -4.533 -9.881
C 2.881 -3.656 -11.005
C 2.444 -2.398 -10.607
C -1.780 1.642 -6.512
C -1.912 3.013 -6.669
C -2.224 3.248 -8.046
C -2.269 2.008 -8.675
C -4.364 -0.342 -9.237
C -5.478 -1.125 -9.511
C -5.289 -2.383 -8.841
C -4.073 -2.321 -8.180
H 0.852 -0.462 -10.551
H 0.499 0.796 -9.346
H -1.643 -0.012 -10.264
H -1.196 -1.708 -10.002
H 2.799 0.214 -6.128
H 4.875 1.906 -6.754
H 5.191 1.733 -9.454
H 3.291 0.016 -10.339
H 1.905 -4.045 -7.833
H 2.959 -5.586 -9.853
H 3.269 -3.909 -11.983
H 2.378 -1.488 -11.187
H -1.522 1.038 -5.661
H -1.802 3.758 -5.891
H -2.395 4.204 -8.517
H -2.444 1.769 -9.715
H -4.128 0.660 -9.564
H -6.327 -0.839 -10.119
H -5.966 -3.226 -8.855
H -3.543 -3.043 -7.576
S -0.948 -0.358 1.696
C -0.450 -0.413 3.286
N -0.099 -0.413 4.417
*
```

Properties
E_HOMO (alpha / beta)	-11.928 / -11.928	eV
total energy	-71693.2323	eV
gap between HOMO and LUMO (alpha / beta)	2.668 / 2.270	eV
relative energy (zero: lowest compared OMol25 entry of this formula, charge and spin)	1.185	eV



Density functional theory data (wB97M-V/def2-TZVPD) for a cluster of 14 separate species, C6H40NO13 in total.

ORCA input file:
```
! RIJCOSX wB97M-V def2-TZVPD def2/J DEFGRID3
* xyz 1 1
C 1.050 -1.515 -2.367
C 1.043 -0.207 -1.602
C -0.281 0.428 -1.211
C -0.057 1.709 -0.524
C -0.623 2.127 0.611
C -0.420 3.573 1.100
N 1.782 -0.399 -0.111
H 1.209 -1.274 -3.423
H 1.908 -2.184 -2.081
H 0.147 -2.100 -2.228
H 1.829 0.504 -1.984
H -0.814 -0.279 -0.533
H -0.901 0.486 -2.106
H 0.466 2.496 -1.108
H -1.119 1.419 1.329
H -1.297 3.880 1.665
H -0.272 4.245 0.263
H 0.420 3.797 1.703
H 1.087 -0.834 0.513
H 2.113 0.486 0.242
H 2.396 -1.217 -0.235
H -1.876 -2.601 -2.325
H -2.249 -1.203 -3.178
O -1.855 -1.653 -2.432
H 1.949 -1.599 2.689
H 2.570 -0.842 3.879
O 2.554 -0.883 2.920
H 2.596 0.987 2.458
H 1.283 1.527 3.140
O 1.969 1.705 2.497
H 4.812 -1.555 -1.332
H 3.930 -1.657 -2.573
O 3.991 -1.949 -1.658
H -5.090 0.538 1.401
H -4.709 1.967 1.930
O -5.192 1.163 2.120
H -3.613 0.760 -0.984
H -5.069 0.508 -1.018
O -4.251 0.056 -0.780
H -3.805 2.338 -3.168
H -2.615 2.917 -2.433
O -3.314 2.259 -2.345
H -0.627 -1.313 1.809
H -0.333 -2.720 1.323
O 0.096 -1.936 1.701
H -2.388 -3.016 2.597
H -3.208 -2.537 1.422
O -2.269 -2.669 1.705
H 3.331 -3.388 1.215
H 3.208 -2.986 -0.301
O 2.805 -2.928 0.557
H -4.844 -2.006 0.064
H -4.961 -1.572 1.344
O -4.728 -2.427 0.933
H 2.997 2.928 1.216
H 4.386 2.657 1.217
O 3.628 2.454 0.634
H 4.310 0.951 -1.008
H 3.415 1.781 -1.627
O 3.499 0.807 -1.521
*
```

Properties
E_HOMO	-12.109	eV
total energy	-34972.2319	eV
gap between HOMO and LUMO	9.890	eV
relative energy (zero: lowest compared OMol25 entry of this formula, charge and spin)	4.540	eV



Density functional theory data (wB97M-V/def2-TZVPD) for the ion C5H13N2O with charge +1.

ORCA input file:
```
! RIJCOSX wB97M-V def2-TZVPD def2/J DEFGRID3
* xyz 1 1
C -2.527 -0.708 0.331
C -1.394 0.324 -0.126
C 0.328 -1.594 -0.295
C 2.271 0.774 0.468
C 0.051 -0.104 -0.378
N -1.671 1.574 -0.730
N 0.820 0.647 0.679
O -1.801 0.144 1.204
H -3.553 -0.424 0.156
H -2.301 -1.758 0.400
H 0.099 -1.986 0.693
H 1.366 -1.806 -0.535
H -0.283 -2.124 -1.019
H 2.734 -0.208 0.402
H 2.456 1.320 -0.454
H 2.727 1.312 1.297
H 0.365 0.290 -1.349
H -1.913 1.483 -1.709
H -2.423 2.066 -0.264
H 0.614 0.192 1.579
H 0.394 1.584 0.731
*
```

Properties
E_HOMO	-13.470	eV
total energy	-10416.1181	eV
gap between HOMO and LUMO	10.620	eV
relative energy (zero: lowest compared OMol25 entry of this formula, charge and spin)	2.078	eV
structure (SMILES)	C[NH2+][C@@H](C)[C@@]1(N)CO1



Density functional theory data (wB97M-V/def2-TZVPD) for a cluster of 2 separate species, C27H29N2O4 in total.

ORCA input file:
```
! RIJCOSX wB97M-V def2-TZVPD def2/J DEFGRID3
* xyz 1 1
C -4.364 3.452 4.455
O -3.501 2.332 4.783
C -2.306 2.244 4.142
C -1.461 1.146 4.474
C -0.241 1.005 3.863
C 0.184 1.946 2.887
C 1.451 1.756 2.280
O 1.840 2.567 1.341
C 3.157 2.455 0.760
C -0.655 3.042 2.552
C -1.877 3.188 3.168
H -5.236 3.303 5.088
H -3.885 4.415 4.689
H -4.657 3.440 3.395
H -1.812 0.436 5.221
H 0.441 0.189 4.099
H 2.113 0.948 2.621
H 3.223 3.320 0.097
H 3.931 2.497 1.538
H 3.236 1.519 0.192
H -0.329 3.774 1.815
H -2.531 4.028 2.919
O -2.678 -3.371 3.611
N -1.911 -3.942 2.802
O -1.249 -4.957 3.114
C -1.783 -3.403 1.494
C -0.890 -3.990 0.568
C -0.664 -3.368 -0.641
C -1.320 -2.139 -0.967
C -1.035 -1.377 -2.166
C 0.238 -1.026 -2.581
N 0.412 -0.190 -3.631
C -0.708 0.498 -4.251
C -0.086 1.363 -5.362
C 1.444 1.261 -5.206
C 1.706 0.370 -3.982
C 1.451 -1.438 -1.819
C 1.545 -1.032 -0.481
C 2.648 -1.400 0.281
C 3.674 -2.156 -0.302
C 3.580 -2.560 -1.641
C 2.468 -2.203 -2.404
C -2.306 -1.649 -0.065
C -2.506 -2.235 1.165
H -0.386 -4.915 0.851
H 0.025 -3.814 -1.360
H -1.894 -1.049 -2.754
H -1.448 -0.211 -4.646
H -1.235 1.145 -3.526
H -0.409 1.003 -6.345
H -0.425 2.397 -5.248
H 1.906 0.815 -6.094
H 1.902 2.240 -5.039
H 2.119 0.975 -3.151
H 2.444 -0.414 -4.197
H 0.739 -0.430 -0.050
H 2.687 -1.103 1.330
H 4.538 -2.444 0.294
H 4.364 -3.165 -2.095
H 2.376 -2.520 -3.448
H -2.866 -0.751 -0.341
H -3.191 -1.818 1.902
*
```

Properties
E_HOMO	-9.665	eV
total energy	-39628.9388	eV
gap between HOMO and LUMO	4.647	eV
relative energy (zero: lowest compared OMol25 entry of this formula, charge and spin)	4.389	eV



Density functional theory data (wB97M-V/def2-TZVPD) for a structure of composition C22H15AsO4Pb.

ORCA input file:
```
! RIJCOSX wB97M-V def2-TZVPD def2/J DEFGRID3
* xyz 2 1
O 0.102 -4.043 -3.062
C 0.109 -2.908 -2.970
Pb 0.095 -0.635 -2.837
O -2.912 -0.536 -4.752
C -1.898 -0.503 -4.166
C 2.052 -0.466 -4.158
O 3.044 -0.473 -4.747
C 0.048 1.866 -3.086
O 0.042 2.998 -3.068
C -0.590 3.853 2.682
C 0.456 3.902 1.743
C 0.621 2.875 0.827
C -0.332 1.854 0.945
C -1.382 1.719 1.845
C -1.496 2.779 2.737
As -0.032 0.389 -0.189
C 1.776 -0.282 0.248
C 2.868 -0.294 -0.635
C 4.104 -0.708 -0.115
C 4.211 -1.042 1.249
C 3.097 -0.973 2.103
C 1.845 -0.579 1.605
C -1.572 -0.866 0.033
C -1.278 -2.078 0.670
C -2.362 -2.938 0.927
C -3.655 -2.616 0.482
C -3.897 -1.436 -0.252
C -2.833 -0.558 -0.514
H -0.705 4.672 3.385
H 1.159 4.725 1.701
H 1.419 2.827 0.066
H -2.036 0.831 1.812
H -2.301 2.733 3.453
H 2.779 -0.014 -1.717
H 4.970 -0.763 -0.777
H 5.175 -1.360 1.653
H 3.162 -1.218 3.162
H 0.941 -0.485 2.236
H -0.242 -2.293 0.979
H -2.166 -3.848 1.501
H -4.484 -3.289 0.706
H -4.904 -1.187 -0.598
H -3.000 0.365 -1.107
*
```

Properties
E_HOMO (alpha / beta)	-13.842 / -13.842	eV
total energy	-97311.9124	eV
gap between HOMO and LUMO (alpha / beta)	5.631 / 5.632	eV
relative energy (zero: lowest compared OMol25 entry of this formula, charge and spin)	0.000	eV